(1)
Entry from the Open Molecules 2025 dataset: 9 unconnected molecules or ions with the total composition C4H26N2O8 (the ωB97M-V functional and the def2-TZVPD basis).

As for the SMILES: CC/C(N)=C/N.O.O.O.O.O.O.O.O. The value obtained for the energy is -879.40150 Ha. As for the highest occupied orbital energy: -0.2860 hartree.

```
! RIJCOSX wB97M-V def2-TZVPD def2/J DEFGRID3
* xyz 0 1
C -1.86609 0.20378 -2.05770
C -0.63190 -0.58884 -1.85788
C -0.13094 -0.46303 -0.45805
C -0.50301 -1.33435 0.50132
N -0.31601 -1.22605 1.88440
N 0.78809 0.58823 -0.36692
H -2.58899 0.03286 -2.87142
H -1.60640 1.27515 -2.26656
H -2.53825 0.25915 -1.13018
H 0.09082 -0.24654 -2.61433
H -0.95112 -1.60606 -2.02437
H -0.90172 -2.34871 0.23581
H 0.47851 -1.85265 2.18972
H -0.01380 -0.27424 2.22406
H 0.45607 1.45351 -0.79617
H 1.29735 0.78377 0.52702
H -1.87017 1.54589 0.28789
H -1.79719 3.00844 0.23991
O -1.36533 2.26208 -0.17029
H 2.44921 -0.35635 -0.82207
H 3.87303 -1.03040 -1.11793
O 3.01647 -1.13857 -0.73027
H 2.79438 -0.72208 2.01536
H 2.71467 -1.80616 1.03260
O 2.79073 -1.67683 1.97779
H -4.65646 1.23976 0.44794
H -3.70667 0.01066 0.94881
O -3.79944 1.02149 0.77047
H 0.23648 3.21728 0.80066
H 1.10288 3.94118 -0.05017
O 1.20294 3.26683 0.66190
H 2.29957 -2.13930 -1.95461
H 1.59741 -3.45231 -2.28663
O 1.77693 -2.59211 -2.65459
H 3.67857 1.59278 2.04496
H 2.33863 2.33692 1.56555
O 2.73722 1.62403 2.10216
H -2.37980 -1.34945 1.84161
H -2.92663 -2.02960 0.62000
O -3.17008 -1.43017 1.31017
*
```

Here are the Löwdin charges for atoms 1 to 6, given in e: -0.13, -0.23, -0.36, -0.21, 0.01, 0.08

(2)
Entry from the Open Molecules 2025 dataset: 10 unconnected molecules or ions with the total composition C4H26NO12 (the ωB97M-V functional and the def2-TZVPD basis).

The value obtained for the energy is -1125.68928 Ha. As for the highest occupied orbital energy: -0.2293 hartree.

```
! RIJCOSX wB97M-V def2-TZVPD def2/J DEFGRID3
* xyz -1 1
C -2.51796 0.49543 -2.08649
C -2.66986 -0.84158 -1.42286
C -1.42252 -1.74828 -1.30722
O -3.07543 -0.62449 0.00385
N -1.24581 0.42496 -2.96780
C 0.00019 0.94013 -2.51525
O 0.95629 0.44272 -3.19488
O -0.00899 1.71600 -1.56331
H -3.21334 0.84859 -2.84047
H -2.46282 1.36639 -1.23965
H -3.47049 -1.36644 -1.99908
H -0.61403 -1.20899 -0.85647
H -1.19506 -2.02852 -2.32612
H -1.65127 -2.64019 -0.67310
H -2.23835 -0.39226 0.41080
H -1.03036 -0.29549 -3.54171
H -2.16679 -2.50739 2.29433
H -2.92864 -1.92228 1.17071
O -2.91751 -2.69526 1.76683
H -0.57477 1.27564 -0.01731
H -0.72785 2.46038 0.85891
O -0.98755 1.48928 0.92759
H 1.62161 -1.61298 2.80973
H 2.38356 -1.72059 1.52412
O 2.00001 -2.19449 2.22963
H 2.48492 0.09480 -2.43979
H 3.57643 1.22456 -2.02985
O 3.23378 0.33613 -1.84221
H 0.84221 1.23976 2.08385
H 0.37941 1.91706 3.36597
O 0.77836 1.16420 3.04535
H 2.80056 -0.02383 2.28946
H 2.62136 0.94176 3.59653
O 3.03069 0.13737 3.21901
H 0.95312 4.15926 -1.52356
H 1.38992 2.70156 -1.55482
O 1.59213 3.60099 -1.19862
H 2.92338 -1.47756 -0.69356
H 2.93583 -0.11873 -0.13865
O 2.89047 -1.00782 0.19790
H -0.02976 -1.06634 2.65358
H -1.28736 -0.28258 2.78700
O -0.95773 -1.20090 2.73758
*
```

Here are the Löwdin charges for atoms 1 to 6, given in e: -0.10, -0.35, -0.02, -0.10, 0.05, -0.71

(3)
Entry from the Open Molecules 2025 dataset: 9 unconnected molecules or ions with the total composition C4H26NO9 (the ωB97M-V functional and the def2-TZVPD basis).

The value obtained for the energy is -899.61767 Ha. As for the highest occupied orbital energy: -0.4878 hartree.

```
! RIJCOSX wB97M-V def2-TZVPD def2/J DEFGRID3
* xyz 1 1
O -1.31303 2.45389 -0.53555
C -1.72132 2.04228 0.51252
C -0.69708 1.62724 1.54631
N 0.78597 1.30357 0.91512
C 1.78944 1.77688 1.87844
C 3.07362 1.69902 1.17682
H -2.66693 2.06213 0.95909
H -0.47656 2.60517 2.18521
H -1.03689 0.87443 2.32448
H 0.79014 1.85729 0.06986
H 0.82097 0.22714 0.72315
H 1.56083 1.17136 2.83911
H 1.49301 2.87757 2.19243
H 3.01877 2.16698 0.12049
H 3.69805 0.75760 1.21999
H 3.72487 2.54714 1.57428
H 2.56570 -3.70064 0.11555
H 2.63802 -3.42163 -1.44657
O 2.28434 -3.08306 -0.57597
H -1.47835 -3.58778 -0.30388
H -2.05500 -2.45781 -1.23084
O -1.21262 -2.92981 -0.93622
H 0.93373 3.48452 -2.58273
H 0.49149 1.92438 -2.48608
O 1.03370 2.64687 -2.07160
H -3.33490 -0.98708 -2.24713
H -3.61258 -0.64624 -0.69558
O -3.45193 -1.43520 -1.36579
H -3.43833 -2.01733 2.56471
H -3.29895 -2.94451 1.37414
O -2.76775 -2.46788 2.04487
H 0.06081 -1.39349 -0.72521
H 1.57274 -1.23882 -0.41761
O 0.80719 -0.81450 -0.59794
H -0.04245 0.02980 -4.19504
H 1.14427 0.97956 -4.35976
O 0.21586 0.94844 -4.04234
H -0.70610 -1.82328 2.20477
H -0.78101 -1.84780 0.76996
O -0.41174 -1.26642 1.50456
*
```

Here are the Löwdin charges for atoms 1 to 6, given in e: 0.09, -0.23, -0.05, 0.03, -0.26, -0.10

(4)
Entry from the Open Molecules 2025 dataset: 10 unconnected molecules or ions with the total composition C4H27NO10S (the ωB97M-V functional and the def2-TZVPD basis).

The value obtained for the energy is -1373.96536 Ha. As for the highest occupied orbital energy: -0.0311 hartree.

```
! RIJCOSX wB97M-V def2-TZVPD def2/J DEFGRID3
* xyz -2 1
C -2.48220 0.86306 -0.53987
C -2.02645 -0.44566 0.15797
C -3.14168 -1.31898 0.75654
S -2.90251 -3.11138 0.55290
N -1.14989 -0.09861 1.30264
C 0.32527 -0.20403 1.13020
O 1.04549 0.97946 0.95418
H -2.25247 1.72097 0.09179
H -3.45879 0.82290 -1.01382
H -1.77226 1.04479 -1.36193
H -1.45835 -1.03745 -0.55795
H -3.38229 -1.08582 1.79874
H -4.09382 -1.08899 0.24255
H -1.33799 0.74188 1.81807
H 0.64146 -0.65361 2.06409
H 0.45376 -0.84477 0.24505
H -0.67097 3.07089 1.73914
H 0.62028 2.56613 1.03656
O 0.07675 3.39362 1.23088
H -0.86481 -1.80486 2.78730
H 0.37522 -2.54251 2.29330
O -0.12017 -2.34511 3.09154
H 3.28279 2.35594 1.19428
H 2.84087 1.07705 0.73764
O 3.70653 1.54431 0.88489
H 2.98921 0.03152 -0.94362
H 1.53472 0.54016 -0.72755
O 2.14594 0.14547 -1.38832
H -0.39834 3.59497 -0.38767
H -1.17068 3.16017 -1.75478
O -0.69706 3.83735 -1.29686
H 1.39293 1.53667 -2.81654
H 0.78640 2.72264 -2.13714
O 1.07907 2.43035 -3.01192
H 0.35741 -3.93011 -1.04554
H -0.88390 -3.08586 -1.18514
O 0.06307 -3.09097 -1.40875
H 2.27482 -1.26327 1.48286
H 2.54116 -2.46176 2.25309
O 2.85643 -2.04103 1.44122
H 1.59129 -1.51096 -3.02786
H 0.39140 -2.41586 -3.05521
O 0.89237 -1.79871 -3.62690
*
```

Here are the Löwdin charges for atoms 1 to 6, given in e: -0.05, -0.44, -0.73, 0.16, -0.03, -0.38

(5)
Entry from the Open Molecules 2025 dataset: 15 unconnected molecules or ions with the total composition C4H28BO22 (the ωB97M-V functional and the def2-TZVPD basis).

The value obtained for the energy is -1849.73074 Ha. As for the highest occupied orbital energy: -0.3036 hartree.

```
! RIJCOSX wB97M-V def2-TZVPD def2/J DEFGRID3
* xyz -1 1
O 3.62834 0.38013 1.30923
C 2.54218 -0.08996 1.05670
O 1.42020 0.22336 1.61725
B 0.33724 -0.34794 0.81402
O 0.97336 -1.51178 0.15344
C 2.27944 -1.26556 0.05077
O 3.15158 -1.86829 -0.48711
O -0.20609 0.55391 -0.21583
C -1.54377 0.55894 -0.13117
O -2.30248 1.05563 -0.89816
C -1.92309 -0.23988 1.12736
O -0.82216 -0.71611 1.64349
O -3.07472 -0.47377 1.38289
O -2.24554 1.81814 -4.21179
H -2.25299 2.77976 -4.24660
H -1.55258 1.60255 -3.56490
O -4.22747 -2.93291 0.75931
H -4.12767 -2.01229 0.48327
H -3.32367 -3.24900 0.93115
O -0.53418 -2.86805 -1.87744
H -0.26686 -3.69727 -2.29145
H 0.24818 -2.57303 -1.38709
O 0.12882 3.30830 1.62277
H 1.05076 3.45961 1.85313
H 0.15983 2.91288 0.74106
O 5.73141 -0.86517 2.53373
H 5.34454 -1.38574 3.24565
H 5.06203 -0.16866 2.34660
O -1.43711 -3.63271 0.88380
H -0.68694 -3.26413 1.36156
H -1.17856 -3.57417 -0.04928
O 0.05418 3.72519 -1.43494
H 0.92637 3.29037 -1.31470
H -0.51615 3.02723 -1.77761
O -3.57762 -1.22800 4.19998
H -3.10816 -1.20440 3.35340
H -4.19982 -1.95782 4.10720
O -4.43926 3.09150 -0.52160
H -3.64744 2.56939 -0.34186
H -5.07645 2.44895 -0.84797
O 0.33325 0.95972 -3.12346
H 0.46023 0.25169 -2.48361
H 1.20749 1.10438 -3.50334
O 3.38046 0.24477 -2.43366
H 3.40130 -0.72226 -2.43247
H 4.18556 0.50818 -2.89389
O 6.58075 -1.91368 0.10693
H 6.61261 -1.77876 1.07332
H 5.67037 -2.16943 -0.07056
O -6.15973 0.03844 2.37495
H -6.07506 0.48774 3.22142
H -5.29905 -0.37860 2.24357
O 2.59376 2.64441 -1.38006
H 3.01017 1.80472 -1.12134
H 3.33019 3.23950 -1.55605
*
```

Here are the Löwdin charges for atoms 1 to 6, given in e: 0.12, -0.37, 0.27, -0.88, 0.19, -0.36

(6)
Entry from the Open Molecules 2025 dataset: 10 unconnected molecules or ions with the total composition C4H28N2O11 (the ωB97M-V functional and the def2-TZVPD basis).

As for the SMILES: NC(=O)C[C@@H](N)CO.O.O.O.O.O.O.O.O.O. The value obtained for the energy is -1106.39980 Ha. As for the highest occupied orbital energy: -0.3693 hartree.

```
! RIJCOSX wB97M-V def2-TZVPD def2/J DEFGRID3
* xyz 0 1
C 0.51254 1.04939 0.69175
O 0.32433 0.79130 2.07645
C -0.40976 0.05765 -0.04985
C -0.55369 0.62890 -1.48068
C -1.24070 -0.25894 -2.52094
N -2.52260 -0.57662 -2.16498
O -0.71928 -0.78943 -3.49340
N -0.01241 -1.33885 0.13065
H 1.57142 0.96889 0.41449
H 0.19255 2.10288 0.62256
H -1.41603 0.18110 0.35392
H 0.41073 0.88323 -1.94302
H -1.13668 1.55916 -1.36922
H -2.99205 -1.22671 -2.77435
H -3.07465 -0.01392 -1.52375
H -0.81859 -1.93054 -0.06948
H 0.84618 0.02444 2.34889
H 0.59157 -1.69565 -0.60963
H -1.27977 1.25393 2.98777
H -0.96310 1.43817 4.58345
O -1.57775 1.51898 3.86434
H 1.88508 -2.47636 2.11682
H 1.00181 -1.39030 1.52197
O 1.64267 -1.55916 2.27512
H -2.31789 2.81373 2.47848
H -2.29953 3.79428 1.25161
O -2.77211 3.04702 1.65603
H 0.98322 -3.25677 -2.89849
H 0.72619 -1.56470 -2.99549
O 1.17623 -2.36017 -2.60789
H 5.02822 -1.18931 0.81347
H 3.50840 -1.53429 1.08821
O 4.12023 -0.97611 0.58237
H -4.74420 1.03714 -0.06582
H -3.51623 1.88642 0.40594
O -3.81021 1.19329 -0.22854
H -2.32273 -0.73820 3.42305
H -1.18120 -0.85028 2.49281
O -1.98093 -1.33342 2.73688
H 2.92892 -1.25926 -2.37281
H 4.04685 -1.10200 -1.37928
O 3.82571 -0.89465 -2.30764
H 2.50354 1.64002 -3.39307
H 3.24596 0.87395 -2.22709
O 2.58974 1.57178 -2.44160
*
```

Here are the Löwdin charges for atoms 1 to 6, given in e: -0.17, -0.11, -0.34, -0.06, -0.49, 0.18

Number 1: frontier orbital gap 7.92 eV. Number 2: frontier orbital gap 8.86 eV. Number 3: frontier orbital gap 10.48 eV. Number 4: frontier orbital gap 6.09 eV. Number 5: frontier orbital gap 10.11 eV. Number 6: frontier orbital gap 10.37 eV.